This record from OMol25 describes a structure of composition C29H27N3PSe2V. The level of theory is ωB97M-V/def2-TZVPD.

As for the expectation value of S²: 2.069. For the lowest unoccupied orbital energy (spin up / spin down), the calculation gives -0.2801 / -0.2442 Ha. The multiplicity is 3. For the total energy, the calculation gives -200639.6812 eV. The value obtained for the largest force on an atom is 0.78 eV/Å. The value obtained for the relative energy (zero: lowest compared OMol25 entry of this formula, charge and spin) is 38.5 kJ/mol. As for the HOMO energy (spin up / spin down): -13.44 / -13.44 eV. Its charge is +2.

Element x y z (Å)
Se -0.0562 0.2998 2.9057
Se 0.5774 -1.5370 -0.1685
V -1.6824 -0.8885 -0.4334
P 1.3565 -0.1320 1.4301
N -1.5478 1.1495 -0.7194
N -0.8742 1.0444 -2.9855
N -1.4048 -1.2079 -2.4745
C -1.7897 1.9238 0.3811
C -2.4342 -3.0680 0.8065
C 3.4516 -0.3436 3.1332
C -0.6953 3.0944 -1.8173
C -3.1281 -1.1902 2.1921
C 4.7329 -2.4215 1.8064
C 2.5406 1.2115 -0.7440
C 4.6673 -0.8149 3.5969
C 3.5168 -1.9527 1.3320
C 2.8763 -0.9101 1.9934
C 1.8590 2.5785 1.1165
C -1.5164 -2.4834 -2.9283
C 3.0526 3.5622 -0.7260
C -0.9222 3.8464 -0.6948
C -4.0461 -1.4868 -0.0497
C 3.0968 2.3239 -1.3561
C -3.9237 -0.7441 1.1231
C 2.4382 3.6862 0.5119
C -1.4995 3.2514 0.4322
C -1.1595 -0.2469 -3.3708
C 1.9101 1.3344 0.4940
C -1.0390 1.7378 -1.8091
C -1.5268 -2.8206 -4.2493
C -1.3401 -1.7998 -5.1864
C -1.1349 -0.5180 -4.7471
C -2.3337 -2.3193 1.9822
C -3.2233 -0.5242 3.5264
C -3.3232 -2.6801 -0.2002
C 5.3085 -1.8522 2.9320
H -1.7040 3.8160 1.3297
H -1.8362 -3.9622 0.6902
H 5.2262 -3.2378 1.2964
H -1.6453 -3.8511 -4.5489
H 2.9422 0.4507 3.6658
H -2.2068 1.4064 1.2303
H -3.2698 0.5611 3.4365
H -1.6409 -2.6287 2.7544
H -0.9625 0.2896 -5.4458
H 5.1111 -0.3779 4.4810
H -4.5025 0.1656 1.2345
H -1.3407 -2.0156 -6.2463
H 2.6268 0.2435 -1.2251
H 2.4238 4.6421 1.0200
H 3.0838 -2.4150 0.4550
H -0.6636 4.8968 -0.6875
H -0.5757 1.6303 -3.7508
H 1.3868 2.6717 2.0875
H -1.6099 -3.2439 -2.1663
H -0.2583 3.5295 -2.7058
H 6.2573 -2.2219 3.2973
H -3.4690 -3.2861 -1.0827
H 3.5996 2.2162 -2.3085
H -4.1534 -0.8516 3.9992
H -2.3976 -0.7984 4.1782
H -4.7178 -1.1549 -0.8317
H 3.5130 4.4236 -1.1921

Forces on the atoms, in the same order (eV/Å):
Se -0.2 0.0 0.2
Se 0.0 0.0 -0.1
V 0.4 0.3 0.6
P 0.3 0.1 -0.5
N -0.2 -0.4 0.0
N 0.0 0.1 0.0
N -0.2 0.1 0.1
C 0.0 -0.1 -0.1
C 0.0 0.1 -0.2
C 0.0 0.0 0.0
C 0.0 0.0 0.1
C 0.0 0.0 -0.1
C 0.0 0.0 0.0
C 0.0 -0.1 -0.1
C 0.0 0.0 0.0
C 0.0 0.0 0.0
C 0.0 0.0 0.2
C 0.0 0.0 0.1
C -0.3 -0.1 0.0
C 0.0 0.0 0.0
C 0.0 0.0 0.0
C 0.0 0.0 -0.1
C 0.0 0.0 0.0
C 0.0 0.0 -0.1
C 0.0 0.0 0.0
C 0.0 0.1 0.0
C 0.0 -0.1 -0.1
C 0.0 0.0 0.1
C 0.0 0.1 0.0
C 0.2 0.0 0.0
C 0.0 0.0 0.0
C 0.0 0.0 0.0
C 0.0 0.0 0.0
C 0.0 0.0 0.0
C 0.0 0.1 0.0
C 0.0 0.0 0.0
H 0.0 0.0 0.0
H 0.0 0.0 0.0
H 0.0 0.0 0.0
H 0.0 0.0 0.0
H 0.0 0.0 0.0
H 0.0 0.0 0.0
H 0.0 0.0 0.0
H 0.0 0.0 0.0
H 0.0 0.0 0.0
H 0.0 0.0 0.0
H 0.0 0.0 0.0
H 0.0 0.0 0.0
H 0.0 0.0 0.0
H 0.0 0.0 0.0
H 0.0 0.0 0.0
H 0.0 0.0 0.0
H 0.0 0.0 0.0
H 0.0 0.0 0.0
H 0.0 0.0 0.0
H 0.0 0.0 0.0
H 0.0 0.0 0.0
H 0.0 0.0 0.0
H 0.0 0.0 0.0
H 0.0 0.0 0.0
H 0.0 0.0 0.0
H 0.0 0.0 0.0
H 0.0 0.0 0.0


This record from OMol25 describes a structure of composition C29H27N6O4W. The level of theory is ωB97M-V/def2-TZVPD.

For the lowest unoccupied orbital energy, the calculation gives -0.1400 Ha. For the total energy, the calculation gives -49461.0878 eV. The value obtained for the largest force on an atom is 1.49 eV/Å. The value obtained for the relative energy (zero: lowest compared OMol25 entry of this formula, charge and spin) is 201.1 kJ/mol. As for the HOMO energy: -10.59 eV. Its charge is +1.

Element x y z (Å)
W -0.0043 0.5861 0.3324
O -1.5272 1.3509 4.1803
O 0.1357 -1.1873 -0.6396
O 0.5750 0.8872 -1.6664
O 3.2712 3.0264 -0.3099
N -0.2188 1.4212 2.2623
N 0.6743 -1.1898 -1.8561
N -1.0570 -0.9765 1.6080
N 0.9056 -0.0901 -2.4085
N 1.2319 2.2114 0.4330
N 2.3284 -0.1961 0.5583
C 2.7889 -1.4480 0.6408
C -2.5767 -0.1100 -1.9531
C 0.9757 3.2262 1.3837
C 2.5295 2.1130 -0.0606
C -1.7291 1.4379 -0.1125
C -2.3133 -1.2505 3.6231
C 0.2268 2.7547 2.4568
C 0.5410 4.8640 3.5462
C -2.2196 -3.0169 2.0394
C 4.6598 -0.9277 -0.7427
C -2.8187 1.1358 -1.0978
C -1.0876 0.8622 3.1644
C -1.4213 -2.2167 1.2489
C 4.2004 0.3762 -0.8114
C 1.5663 -4.8663 -3.6602
C 3.0362 0.6935 -0.1389
C -1.4985 -0.5209 2.7827
C 1.2458 5.3388 2.4500
C 0.9332 -3.6020 -1.7142
C 1.2306 -4.8161 -2.3154
C 0.0252 3.5755 3.5644
C -2.6859 -2.5285 3.2504
C 0.9744 -2.4524 -2.4820
C 1.4805 4.5161 1.3590
C 1.3108 -2.4778 -3.8280
C 1.6078 -3.6969 -4.4102
C -2.9761 2.3664 -2.0048
C -4.0923 0.9350 -0.2552
C 3.9510 -1.8532 0.0141
H 4.2911 -2.8746 0.1177
H 1.6205 6.3542 2.4405
H 1.7950 -5.8158 -4.1262
H -1.7233 0.0278 -2.6206
H -3.2562 3.2491 -1.4263
H -2.4743 -4.0094 1.6942
H -1.9602 2.3617 0.4272
H 2.0419 4.8661 0.5079
H 1.2030 -5.7238 -1.7273
H -2.0475 2.5845 -2.5362
H -2.6296 -0.7820 4.5445
H -4.9273 0.7068 -0.9195
H -3.9765 0.1049 0.4469
H -3.4484 -0.3023 -2.5798
H -3.3269 -3.1288 3.8823
H -1.0785 -2.5692 0.2934
H 2.2018 -2.1365 1.2361
H -4.3395 1.8333 0.3136
H -0.5301 3.2279 4.4159
H 0.3777 5.5034 4.4039
H -2.4150 -0.9935 -1.3318
H 1.8694 -3.7355 -5.4592
H 4.7202 1.1522 -1.3568
H 5.5646 -1.2180 -1.2612
H 1.3348 -1.5640 -4.4046
H -3.7580 2.1773 -2.7430
H 0.6913 -3.5510 -0.6628

Forces on the atoms, in the same order (eV/Å):
W -0.8 0.9 0.8
O 0.0 0.0 0.1
O -0.2 0.2 -0.1
O 0.0 0.3 -0.3
O 0.0 0.1 -0.1
N -0.2 -0.1 -0.3
N 0.0 -0.5 0.0
N 0.1 0.1 -0.1
N 0.1 0.1 -0.2
N -0.2 -0.4 0.0
N -0.1 -0.2 -0.2
C 0.0 0.0 0.1
C 0.0 0.1 0.0
C 0.1 0.0 -0.1
C 0.0 -0.1 0.0
C 1.2 -0.8 0.0
C -0.1 -0.1 0.1
C -0.1 -0.1 0.1
C 0.0 0.0 0.0
C 0.0 0.0 0.1
C 0.0 0.0 0.0
C 0.0 0.0 -0.1
C 0.1 0.0 -0.1
C 0.0 -0.1 0.0
C 0.1 0.0 0.0
C 0.0 0.0 0.0
C -0.1 0.1 0.2
C 0.0 0.1 0.1
C 0.0 0.0 0.0
C 0.0 0.0 0.1
C 0.0 0.0 0.0
C -0.1 0.1 0.0
C 0.0 0.0 0.0
C 0.0 0.0 0.0
C 0.0 0.1 0.0
C 0.0 0.1 0.0
C 0.0 -0.1 0.0
C 0.0 0.0 0.0
C 0.0 0.0 0.0
C 0.0 0.0 0.0
H 0.0 0.0 0.0
H 0.0 0.0 0.0
H 0.0 0.0 0.0
H 0.0 0.0 0.0
H 0.0 0.0 0.0
H 0.0 0.0 0.0
H 0.1 0.0 0.2
H 0.0 0.0 0.0
H 0.0 0.0 0.0
H 0.0 0.0 0.0
H 0.0 0.0 0.0
H 0.0 0.0 0.0
H 0.0 0.0 0.0
H 0.0 0.0 0.0
H 0.0 0.0 0.0
H 0.0 0.0 0.0
H 0.0 0.0 0.0
H 0.0 0.0 0.0
H 0.0 0.0 0.0
H 0.0 0.0 0.0
H 0.0 0.0 0.0
H 0.0 0.0 0.0
H 0.0 0.0 0.0
H 0.0 0.0 0.0
H 0.0 0.0 0.0
H 0.0 0.0 0.0
H 0.0 0.0 0.0


This record from OMol25 describes an isolated molecule of C29H27NO5S2. The level of theory is ωB97M-V/def2-TZVPD.

For the lowest unoccupied orbital energy, the calculation gives -0.0302 Ha. For the total energy, the calculation gives -63909.8893 eV. The value obtained for the largest force on an atom is 1.09 eV/Å. The value obtained for the relative energy (zero: lowest compared OMol25 entry of this formula, charge and spin) is 27.4 kJ/mol. As for the HOMO energy: -7.88 eV. Its charge is 0.

Element x y z (Å)
S 2.7352 1.5550 3.5922
S 5.0065 -0.3949 3.5478
O 0.9331 -0.3307 0.7898
O 5.5332 -4.8365 3.0195
O -2.2295 1.5173 -1.6357
O -3.8424 3.7884 -0.8747
O 6.3231 -3.0511 1.9380
N 2.8735 -0.3978 1.9564
C -2.4811 4.0640 0.9702
C 3.5806 0.1533 2.9740
C 1.6592 0.1790 1.6196
C -5.8539 -0.8424 -0.8189
C -2.7830 3.3218 -0.1765
C 2.5115 0.1304 -2.7807
C -4.4295 3.0484 -1.9282
C -1.6639 0.2337 -1.8024
C -0.1956 0.2166 -2.1567
C 2.8913 -2.8516 2.0099
C 4.6528 -4.2911 0.8376
C 0.4706 2.3499 2.3836
C 3.3195 -1.5884 1.2617
C -0.9410 1.8668 0.3713
C -4.9382 1.6866 -1.5260
C 3.1768 -4.1295 1.2225
C -1.9718 2.2071 -0.4840
C 1.8545 -1.0192 -2.3731
C 0.5094 -0.9766 -2.0591
C -0.6377 2.6132 1.5160
C 0.4619 1.3607 -2.5834
C 1.8116 1.3188 -2.8875
C -5.1055 0.7034 -2.4934
C 5.5338 -4.1221 2.0548
C -5.2467 1.3963 -0.2048
C -1.4363 3.7334 1.7959
C 1.4326 1.3896 2.4054
C -5.6962 0.1350 0.1473
C -5.5632 -0.5529 -2.1422
H 0.5887 3.1003 3.1594
H 2.3953 -1.9521 -2.2978
H -6.2033 -1.8264 -0.5435
H 4.8069 -5.2948 0.4383
H -2.2426 -0.2039 -2.6250
H -0.3333 1.0115 0.1418
H 2.8573 -1.5607 0.2712
H 2.8829 -4.9800 1.8394
H -3.7327 2.9518 -2.7681
H 6.8335 -2.8962 2.7490
H 3.4069 -2.8894 2.9718
H 2.5734 -4.1412 0.3129
H -0.0821 2.2904 -2.6671
H 0.0007 -1.8683 -1.7242
H -5.2706 3.6773 -2.2457
H -1.2313 4.3382 2.6662
H -5.6884 -1.3110 -2.9015
H 1.8177 -2.7935 2.2038
H -5.9249 -0.0817 1.1804
H -5.1321 2.1567 0.5543
H -1.8355 -0.3751 -0.9050
H 3.5657 0.0988 -3.0145
H -3.1082 4.9157 1.1828
H 2.3168 2.2185 -3.2073
H 4.4067 -1.5360 1.1794
H -4.8695 0.9265 -3.5241
H 4.9470 -3.5593 0.0869

Forces on the atoms, in the same order (eV/Å):
S 0.2 -0.3 -0.1
S 0.1 0.2 0.2
O 0.0 0.0 0.2
O -0.1 -0.1 0.2
O 0.2 0.4 0.0
O 0.1 0.1 0.1
O 0.4 0.5 -0.3
N 0.1 0.0 -0.1
C -0.2 -0.1 -0.3
C 0.1 0.3 0.3
C -0.4 -0.2 -0.4
C 0.0 -0.1 0.1
C 0.4 -0.1 0.3
C 0.1 0.0 0.0
C -0.3 -0.1 -0.5
C -0.1 -0.4 -0.1
C 0.0 0.1 -0.1
C 0.0 0.0 -0.2
C -0.1 0.0 0.1
C 0.8 -0.7 0.2
C 0.0 -0.5 -0.1
C 0.0 0.0 0.0
C -0.1 0.1 0.1
C 0.1 0.1 0.2
C -0.2 0.2 0.0
C 0.0 -0.1 -0.1
C -0.1 0.1 -0.1
C -0.7 0.2 -0.5
C -0.1 0.0 0.0
C 0.1 0.1 0.0
C 0.0 0.1 0.1
C 0.0 -0.3 -0.1
C 0.0 0.1 0.0
C 0.3 -0.3 0.0
C -0.3 0.9 0.5
C 0.0 -0.1 0.0
C 0.0 0.0 -0.1
H 0.0 0.1 0.0
H 0.0 -0.1 0.0
H 0.0 -0.1 0.0
H 0.1 0.1 0.0
H 0.1 0.0 0.2
H 0.0 0.0 0.0
H 0.1 0.0 0.1
H 0.0 0.0 -0.1
H -0.1 0.0 0.1
H -0.2 -0.3 0.0
H -0.1 0.0 0.0
H 0.0 -0.1 0.0
H -0.1 0.1 0.0
H 0.0 -0.1 0.1
H 0.2 -0.1 0.0
H 0.0 0.1 0.1
H 0.0 -0.1 -0.1
H 0.0 0.0 0.1
H 0.0 0.0 0.1
H 0.0 0.1 0.0
H 0.0 0.1 -0.1
H 0.1 0.0 0.0
H -0.1 0.1 0.0
H 0.0 0.1 0.0
H -0.1 0.1 0.0
H 0.1 0.0 -0.1
H 0.0 -0.1 -0.1


Question: What is the formula in the second record?
Answer: C29H27N6O4W